#w
Below is a structure of composition C44H51BN8S4Ti, with properties calculated with ωB97M-V/def2-TZVPD.

- E_HOMO: -0.4854 Eh
- Net charge: +2

Geometry (Å):
Ti  -0.01  -1.51  0.39
C  4.03  -0.38  -2.10
C  2.92  0.63  -2.10
C  2.68  1.43  -3.17
C  1.62  2.38  -3.13
N  0.91  2.53  -2.05
N  1.17  1.76  -0.98
B  0.23  2.16  0.21
N  0.88  2.04  1.60
N  1.80  3.02  1.65
C  2.42  3.25  2.78
C  2.08  2.51  3.94
C  1.18  1.49  3.88
C  0.85  0.67  5.09
C  0.60  1.21  2.61
S  -0.36  -0.23  2.46
C  3.46  4.35  2.80
C  3.84  4.75  1.37
C  2.84  5.55  3.52
C  4.71  3.88  3.55
N  -0.35  3.59  -0.06
N  0.19  4.80  -0.19
C  -0.62  5.73  -0.63
C  -1.98  5.44  -0.97
C  -2.51  4.19  -0.87
C  -3.90  3.80  -1.24
C  -1.58  3.25  -0.37
S  -1.62  1.54  0.00
C  -0.09  7.15  -0.78
C  -0.89  8.06  0.16
C  -0.28  7.61  -2.23
C  1.39  7.22  -0.42
C  2.06  0.77  -0.97
S  2.23  -0.31  0.38
C  1.32  3.28  -4.32
C  1.16  2.42  -5.58
C  0.03  4.07  -4.08
C  2.50  4.24  -4.49
H  4.59  -0.32  -3.03
H  3.63  -1.39  -1.99
H  4.70  -0.21  -1.27
H  3.29  1.36  -4.06
H  2.56  2.75  4.88
H  1.33  1.08  5.97
H  1.18  -0.36  4.96
H  -0.23  0.64  5.25
H  2.98  5.08  0.80
H  4.30  3.91  0.84
H  4.57  5.56  1.41
H  1.95  5.91  3.00
H  3.56  6.37  3.57
H  2.55  5.30  4.55
H  5.13  2.98  3.09
H  4.52  3.68  4.60
H  5.47  4.66  3.51
H  -2.60  6.25  -1.34
H  -4.49  4.67  -1.52
H  -4.40  3.30  -0.40
H  -3.89  3.10  -2.08
H  -1.95  8.08  -0.08
H  -0.52  9.09  0.07
H  -0.78  7.76  1.20
H  -1.32  7.62  -2.54
H  0.28  6.97  -2.93
H  0.10  8.62  -2.34
H  1.56  6.94  0.62
H  1.74  8.24  -0.56
H  1.99  6.56  -1.04
H  0.33  1.72  -5.48
H  2.06  1.86  -5.83
H  0.94  3.07  -6.43
H  -0.83  3.41  -3.94
H  -0.17  4.70  -4.95
H  0.11  4.71  -3.20
H  3.43  3.71  -4.68
H  2.63  4.86  -3.60
H  2.31  4.90  -5.34
S  1.00  -2.30  -3.87
C  -0.11  -1.01  -3.99
C  -0.58  -0.61  -2.77
C  -0.03  -1.36  -1.69
C  0.85  -2.31  -2.16
C  1.58  -3.25  -1.31
C  2.51  -4.18  -1.75
C  3.13  -5.01  -0.82
C  2.80  -4.90  0.52
C  1.86  -3.96  0.89
N  1.28  -3.16  0.00
H  -0.39  -0.62  -4.96
H  -1.30  0.19  -2.64
H  2.74  -4.27  -2.80
H  3.86  -5.74  -1.15
H  3.26  -5.53  1.27
H  1.55  -3.84  1.93
C  -1.21  -2.94  1.33
C  -2.28  -2.49  0.42
C  -2.42  -3.04  -0.86
C  -3.29  -2.49  -1.78
C  -4.03  -1.36  -1.44
C  -3.95  -0.83  -0.16
C  -3.08  -1.38  0.76
C  -4.81  -0.68  -2.43
N  -5.37  -0.11  -3.26
H  -0.90  -3.97  1.19
H  -1.40  -2.73  2.38
H  -1.83  -3.91  -1.14
H  -3.38  -2.91  -2.78
H  -4.56  0.02  0.11
H  -3.01  -0.96  1.76

#x
Below is a structure of composition C44H51BN8S4Ti, with properties calculated with ωB97M-V/def2-TZVPD.

- E_HOMO: -0.4790 Eh
- Net charge: +2

Geometry (Å):
Ti  -0.25  -1.07  3.15
C  5.29  0.23  2.20
C  4.17  0.61  1.30
C  4.33  1.52  0.30
C  3.28  1.89  -0.60
N  2.16  1.26  -0.40
N  1.97  0.39  0.61
B  0.79  0.53  -0.30
N  0.56  -0.61  -1.27
N  1.02  -0.40  -2.52
C  0.76  -1.32  -3.41
C  0.04  -2.49  -3.05
C  -0.41  -2.70  -1.79
C  -1.19  -3.91  -1.40
C  -0.13  -1.67  -0.84
S  -0.80  -1.75  0.73
C  1.22  -1.11  -4.84
C  2.22  -2.22  -5.19
C  -0.01  -1.20  -5.77
C  1.88  0.25  -5.03
N  -0.46  1.35  0.01
N  -1.13  1.52  -1.15
C  -2.21  2.23  -1.14
C  -2.66  2.83  0.07
C  -1.99  2.65  1.24
C  -2.45  3.26  2.52
C  -0.82  1.83  1.20
S  0.10  1.48  2.62
C  -2.99  2.39  -2.44
C  -2.29  1.63  -3.57
C  -3.08  3.88  -2.79
C  -4.40  1.81  -2.22
C  2.87  0.00  1.50
S  2.49  -1.08  2.72
C  3.42  2.92  -1.69
C  3.89  4.23  -1.03
C  2.07  3.14  -2.38
C  4.47  2.42  -2.69
H  6.18  0.81  2.00
H  5.53  -0.83  2.08
H  5.00  0.35  3.25
H  5.30  2.00  0.17
H  -0.16  -3.24  -3.81
H  -1.30  -4.59  -2.25
H  -2.18  -3.64  -1.03
H  -0.68  -4.45  -0.59
H  1.79  -3.22  -5.09
H  3.11  -2.16  -4.56
H  2.54  -2.11  -6.23
H  -0.51  -2.17  -5.70
H  0.31  -1.07  -6.80
H  -0.74  -0.42  -5.53
H  2.77  0.35  -4.41
H  1.19  1.06  -4.79
H  2.18  0.36  -6.07
H  -3.56  3.43  0.06
H  -3.38  3.81  2.37
H  -1.69  3.95  2.91
H  -2.60  2.51  3.29
H  -1.28  2.01  -3.75
H  -2.87  1.77  -4.49
H  -2.23  0.56  -3.37
H  -2.09  4.30  -3.00
H  -3.54  4.47  -1.99
H  -3.70  4.00  -3.68
H  -4.35  0.76  -1.90
H  -4.95  1.85  -3.16
H  -4.96  2.37  -1.48
H  3.17  4.58  -0.29
H  3.99  4.99  -1.81
H  4.86  4.12  -0.55
H  1.33  3.55  -1.69
H  1.68  2.21  -2.80
H  2.21  3.85  -3.19
H  5.46  2.35  -2.24
H  4.53  3.13  -3.52
H  4.21  1.44  -3.10
S  1.03  -4.69  5.34
C  0.55  -5.28  3.81
C  0.10  -4.30  2.99
C  0.14  -3.01  3.60
C  0.63  -3.09  4.89
C  0.80  -1.91  5.72
C  1.25  -1.90  7.03
C  1.34  -0.70  7.71
C  0.96  0.48  7.07
C  0.52  0.41  5.77
N  0.45  -0.76  5.10
H  0.62  -6.34  3.60
H  -0.25  -4.48  1.98
H  1.52  -2.83  7.50
H  1.69  -0.68  8.73
H  1.00  1.43  7.57
H  0.21  1.29  5.23
C  -2.17  -0.83  3.91
C  -3.03  -1.53  2.91
C  -3.12  -2.93  2.90
C  -3.80  -3.58  1.88
C  -4.40  -2.85  0.87
C  -4.39  -1.46  0.91
C  -3.71  -0.81  1.93
C  -5.01  -3.52  -0.25
N  -5.50  -4.05  -1.15
H  -2.22  -1.29  4.90
H  -2.42  0.23  4.00
H  -2.63  -3.50  3.67
H  -3.85  -4.67  1.87
H  -4.90  -0.89  0.14
H  -3.67  0.27  1.94

#y
Below is a structure of composition C44H51BN8S4Ti, with properties calculated with ωB97M-V/def2-TZVPD.

- E_HOMO: -0.4731 Eh
- Net charge: +2

Geometry (Å):
Ti  2.65  -1.35  1.72
C  0.72  -2.09  -4.38
C  -0.33  -1.39  -3.58
C  -1.62  -1.14  -4.01
C  -2.57  -0.49  -3.18
N  -2.25  -0.05  -1.98
N  -1.01  -0.29  -1.59
B  -0.20  -0.02  -0.28
N  -1.01  -0.46  0.97
N  -2.02  0.42  1.03
C  -2.96  0.28  1.93
C  -2.94  -0.83  2.80
C  -1.92  -1.73  2.75
C  -1.86  -2.91  3.67
C  -0.87  -1.48  1.82
S  0.50  -2.54  1.83
C  -4.02  1.37  1.94
C  -5.01  1.18  3.09
C  -4.77  1.32  0.60
C  -3.32  2.73  2.08
N  0.17  1.48  -0.12
N  -0.31  2.26  -1.09
C  -0.11  3.55  -1.02
C  0.62  4.11  0.05
C  1.13  3.31  1.03
C  1.90  3.87  2.19
C  0.89  1.91  0.91
S  1.49  0.85  2.15
C  -0.69  4.42  -2.12
C  -1.41  3.57  -3.16
C  0.44  5.20  -2.79
C  -1.69  5.39  -1.48
C  -0.08  -0.93  -2.29
S  1.26  -0.99  -1.17
C  -4.02  -0.28  -3.61
C  -4.88  -1.12  -2.66
C  -4.39  1.20  -3.48
C  -4.26  -0.73  -5.05
H  0.34  -2.36  -5.37
H  1.05  -2.99  -3.87
H  1.59  -1.44  -4.51
H  -1.91  -1.45  -5.00
H  -3.74  -0.96  3.52
H  -2.77  -2.97  4.27
H  -1.00  -2.84  4.34
H  -1.75  -3.83  3.11
H  -5.56  0.24  3.00
H  -5.74  1.99  3.06
H  -4.52  1.21  4.06
H  -5.32  0.38  0.49
H  -4.07  1.41  -0.23
H  -5.49  2.13  0.55
H  -2.75  2.78  3.02
H  -4.07  3.52  2.09
H  -2.64  2.90  1.25
H  0.77  5.18  0.09
H  1.97  4.95  2.11
H  2.90  3.45  2.24
H  1.41  3.61  3.13
H  -0.73  2.87  -3.65
H  -1.84  4.22  -3.93
H  -2.22  2.99  -2.71
H  1.17  4.53  -3.25
H  0.97  5.85  -2.09
H  0.03  5.84  -3.57
H  -2.50  4.85  -0.98
H  -2.13  6.02  -2.25
H  -1.22  6.04  -0.75
H  -4.74  -0.81  -1.62
H  -4.64  -2.18  -2.73
H  -5.94  -1.00  -2.92
H  -4.23  1.57  -2.47
H  -5.44  1.33  -3.74
H  -3.80  1.81  -4.17
H  -4.09  -1.80  -5.18
H  -3.65  -0.17  -5.76
H  -5.30  -0.54  -5.30
S  5.22  -4.06  -0.74
C  4.01  -5.08  -0.09
C  3.05  -4.38  0.59
C  3.30  -2.99  0.63
C  4.45  -2.68  -0.06
C  4.90  -1.31  -0.21
C  5.98  -0.89  -0.97
C  6.28  0.46  -1.03
C  5.49  1.37  -0.33
C  4.42  0.89  0.39
N  4.12  -0.42  0.45
H  4.07  -6.14  -0.25
H  2.21  -4.87  1.07
H  6.58  -1.61  -1.50
H  7.13  0.80  -1.61
H  5.70  2.43  -0.35
H  3.78  1.54  0.96
C  3.64  -1.14  3.50
C  3.85  -2.59  3.68
C  2.80  -3.41  4.11
C  2.93  -4.79  4.12
C  4.12  -5.36  3.68
C  5.20  -4.56  3.29
C  5.06  -3.19  3.28
C  4.24  -6.79  3.61
N  4.32  -7.93  3.51
H  4.55  -0.56  3.37
H  2.98  -0.67  4.23
H  1.88  -2.96  4.47
H  2.12  -5.41  4.45
H  6.13  -5.03  2.98
H  5.88  -2.57  2.96

Relative energy of each structure, in hartree: #w 0.0000; #x 0.0267; #y 0.0032.

#w
Below is the ion C4H10NS with charge -1, with properties calculated with ωB97M-V/def2-TZVPD.

- E_HOMO: -0.0808 Eh
- Net charge: -1
- SMILES string: CNCCC[S-]

Geometry (Å):
C  2.44  -0.75  -1.79
N  1.31  0.19  -1.79
C  0.24  -0.07  -0.77
C  0.43  0.76  0.52
C  -0.67  0.62  1.62
S  -2.14  -0.37  1.17
H  1.94  -1.71  -2.01
H  3.14  -0.51  -2.62
H  3.15  -0.64  -0.96
H  1.72  0.98  -1.28
H  -0.66  0.41  -1.18
H  0.07  -1.15  -0.66
H  1.41  0.51  0.97
H  0.43  1.77  0.10
H  -0.15  0.08  2.42
H  -0.98  1.57  2.05

#x
Below is a cluster of 2 separate species, C4H10NS in total, with properties calculated with ωB97M-V/def2-TZVPD.

- E_HOMO: -0.0860 Eh
- Net charge: -1

Geometry (Å):
C  1.05  1.55  0.05
C  1.04  0.46  1.11
C  1.96  -1.53  0.40
N  2.20  -0.42  0.96
H  0.15  2.16  0.11
H  1.93  2.19  0.19
H  1.06  1.09  -0.94
H  0.10  -0.08  1.04
H  1.11  0.91  2.11
H  0.97  -1.84  0.05
H  2.81  -2.22  0.25
C  -2.99  -0.45  -1.05
S  -1.19  -0.56  -1.28
H  -3.28  0.45  -0.49
H  -3.52  -0.41  -2.01
H  -3.39  -1.32  -0.51

Relative energy of each structure, in hartree: #w 0.0135; #x 0.0000.

#w
Below is a cluster of 2 separate species, C4H3NO2S in total, with properties calculated with ωB97M-V/def2-TZVPD.

- E_HOMO: -0.3399 Eh
- SMILES string: c1cscn1.O=C=O

Geometry (Å):
C  -0.86  -1.07  -0.09
C  -1.35  -0.12  -0.95
S  -1.19  1.45  -0.41
C  -0.42  0.81  1.11
N  -0.33  -0.48  1.01
H  -0.75  -2.18  -0.44
H  -1.83  -0.24  -1.92
H  -0.28  1.39  1.98
O  2.59  -0.91  -0.43
C  2.30  0.13  -0.07
O  2.13  1.24  0.21

#x
Below is an isolated molecule of C4H3NO2S, with properties calculated with ωB97M-V/def2-TZVPD.

- E_HOMO: -0.3609 Eh
- SMILES string: C=C1NC(=O)SC1=O

Geometry (Å):
C  2.32  1.00  0.52
C  1.03  0.46  0.45
N  0.46  -0.65  1.19
C  -0.70  -1.17  0.60
O  -1.23  -2.21  0.95
S  -1.16  -0.20  -0.89
C  0.15  0.98  -0.63
O  0.25  1.98  -1.33
H  2.56  1.89  -0.06
H  3.13  0.93  1.23
H  0.71  -0.93  2.11

Relative energy of each structure, in hartree: #w 0.0000; #x 0.0156.

#w
Below is a cluster of 2 separate species, C4H13NO3 in total, with properties calculated with ωB97M-V/def2-TZVPD.

- 2S+1: 2
- E_HOMO (spin up / spin down): 0.0316 / -0.2180 Eh
- Net charge: -1

Geometry (Å):
C  -1.20  -0.86  0.30
C  -1.82  -0.15  1.66
C  -1.56  -1.00  2.92
O  -1.45  1.14  1.79
N  -1.27  0.03  -0.89
C  -0.11  0.75  -1.05
O  0.47  0.93  0.28
H  -1.97  -1.72  0.19
H  -0.12  -1.20  0.68
H  -2.89  0.05  1.38
H  -2.52  -1.29  3.26
H  -1.20  -0.38  3.73
H  -1.05  -1.95  2.67
H  -0.73  1.57  1.33
H  -2.07  0.74  -0.60
H  0.64  0.16  -1.75
H  -0.14  1.74  -1.41
H  1.37  0.73  0.55
H  6.06  -1.41  -3.88
H  4.63  -0.68  -4.45
O  5.61  -0.71  -4.38

#x
Below is a cluster of 3 separate species, C4H13NO3 in total, with properties calculated with ωB97M-V/def2-TZVPD.

- 2S+1: 2
- E_HOMO (spin up / spin down): 0.0353 / -0.2196 Eh
- Net charge: -1

Geometry (Å):
C  -1.44  -1.61  -0.77
C  -0.94  -0.47  0.06
N  -1.08  0.79  -0.43
C  -1.70  1.16  -1.72
C  -0.48  1.86  0.34
O  -0.30  -0.65  1.08
H  -0.73  -2.43  -0.70
H  -2.18  -2.23  -0.23
H  -1.86  -1.38  -1.74
H  -1.17  2.02  -2.11
H  -2.76  1.29  -1.54
H  -1.53  0.33  -2.41
H  0.17  2.44  -0.31
H  -1.21  2.59  0.75
H  -0.02  1.44  1.23
H  1.96  -2.14  0.79
H  0.69  -3.06  0.80
O  1.62  -3.00  0.55
H  4.05  1.47  2.62
H  4.33  0.89  1.40
O  4.59  0.71  2.33

Relative energy of each structure, in hartree: #w 0.0893; #x 0.0000.

#w
Below is a cluster of 2 separate species, CH3ClN2O2 in total, with properties calculated with ωB97M-V/def2-TZVPD.

- E_HOMO (spin up / spin down): -0.3350 / -0.3311 Eh

Geometry (Å):
C  1.39  -0.60  -0.01
N  -1.22  0.78  -0.24
N  -0.96  -0.39  0.20
O  -2.34  1.29  -0.38
O  -1.49  -1.45  0.47
Cl  1.98  1.00  0.22
H  1.30  -0.97  0.98
H  1.63  -0.93  -1.02
H  -0.29  1.26  -0.22

#x
Below is an isolated molecule of CH3ClN2O2, with properties calculated with ωB97M-V/def2-TZVPD.

- E_HOMO: -0.3948 Eh
- SMILES string: C/N=[N+](\[O-])OCl

Geometry (Å):
C  1.31  -0.21  0.26
N  0.23  0.33  -0.46
N  -0.79  -0.10  -0.01
O  -1.03  -0.80  0.96
O  -2.05  0.34  -0.56
Cl  -2.31  1.63  -1.60
H  1.32  0.19  1.27
H  1.04  -1.27  0.42
H  2.28  -0.12  -0.28

Relative energy of each structure, in hartree: #w 0.0604; #x 0.0000.

#w
Below is an isolated molecule of CH3ClN2O2, with properties calculated with ωB97M-V/def2-TZVPD.

- E_HOMO: -0.3626 Eh
- SMILES string: O=[N+]([O-])CNCl

Geometry (Å):
O  -1.09  0.80  1.20
N  -1.19  0.53  0.03
O  -2.13  0.78  -0.68
C  -0.19  -0.43  -0.49
N  1.28  -0.47  0.59
Cl  2.54  0.40  -0.19
H  0.20  -0.31  -1.45
H  -0.49  -1.39  -0.49
H  1.07  0.09  1.48

#x
Below is a structure of composition CH3ClN2O2, with properties calculated with ωB97M-V/def2-TZVPD.

- E_HOMO (spin up / spin down): -0.3427 / -0.3427 Eh

Geometry (Å):
C  0.51  0.75  0.45
N  -1.69  -0.27  -1.63
N  0.45  -0.35  -0.40
O  -1.77  -1.12  -0.89
O  -0.48  -1.19  0.18
Cl  1.11  0.49  2.12
H  1.14  1.59  -0.04
H  -0.49  1.06  0.62
H  1.22  -0.96  -0.40

#y
Below is a cluster of 2 separate species, CH3ClN2O2 in total, with properties calculated with ωB97M-V/def2-TZVPD.

- E_HOMO (spin up / spin down): -0.4049 / -0.4154 Eh

Geometry (Å):
C  -0.23  -0.22  -0.01
N  -1.53  0.27  0.37
N  -2.09  1.56  0.08
O  -1.26  2.47  0.12
O  -3.28  1.65  0.03
Cl  -2.97  -1.61  -0.14
H  0.32  0.77  -0.01
H  0.23  -0.69  0.89
H  -0.31  -0.77  -0.99

Relative energy of each structure, in hartree: #w 0.0000; #x 0.0227; #y 0.0572.